Record 1
Density functional theory data (ωB97M-V with the def2-TZVPD basis set) for a structure of composition H16O24S2V4 at a distorted geometry.

Cartesian coordinates (Å):
1 O 0.014 2.443 -3.578
2 V -1.343 2.103 -2.811
3 O -2.372 3.039 -3.484
4 O -3.226 -0.668 -2.643
5 V -3.334 -0.647 -1.062
6 O -4.025 -1.979 -0.607
7 O 0.931 2.595 1.275
8 V -0.222 1.918 2.119
9 O -0.737 2.955 3.160
10 O 3.184 -1.955 -2.164
11 V 2.035 -2.837 -1.528
12 O 2.329 -4.312 -1.975
13 S -3.078 1.986 0.159
14 O -4.153 2.855 0.319
15 O -1.844 2.451 0.793
16 O -3.393 0.553 0.652
17 O -2.836 1.683 -1.335
18 S -0.169 -0.285 -0.603
19 O -1.368 -1.132 -0.794
20 O -0.039 0.194 0.775
21 O 1.034 -1.113 -0.846
22 O -0.222 0.846 -1.536
23 O 2.342 0.892 -4.034
24 H 1.662 1.585 -4.129
25 H 1.954 0.253 -3.423
26 O 2.258 3.746 -1.399
27 H 2.526 3.461 -2.286
28 H 1.554 3.131 -1.146
29 O -0.095 -3.748 -0.678
30 H -0.106 -3.899 0.283
31 H -0.721 -2.995 -0.795
32 O 1.084 0.735 3.350
33 H 1.134 0.922 4.301
34 H 1.926 0.291 3.079
35 O -0.076 -2.362 2.242
36 H 0.035 -1.422 1.952
37 H -1.001 -2.429 2.516
38 O 2.537 -3.061 0.539
39 H 2.390 -2.281 1.138
40 H 2.437 -3.864 1.070
41 O -1.884 0.440 2.997
42 H -2.006 -0.374 3.500
43 H -2.495 0.342 2.204
44 O 2.462 -0.316 1.752
45 H 1.765 -0.095 1.090
46 H 3.152 0.354 1.590

The value obtained for the LUMO energy is -2.6 eV. The calculation puts the highest occupied orbital energy at -10.965 eV. Its gap between HOMO and LUMO is 8.4 eV. The net charge is 0.

---

Record 2
Density functional theory data (ωB97M-V with the def2-TZVPD basis set) for a structure of composition H16O28PbS5Zn3 at a distorted geometry.

Cartesian coordinates (Å):
1 Zn -0.838 -3.141 -0.204
2 Zn 1.179 0.348 2.848
3 Zn -0.265 3.141 -0.155
4 Pb -3.483 -0.536 2.383
5 S -0.395 -2.512 2.930
6 O 0.469 -1.384 3.284
7 O -0.192 -2.915 1.527
8 O -0.016 -3.671 3.776
9 O -1.796 -2.124 3.171
10 S 1.653 -4.414 -1.915
11 O 2.369 -3.449 -2.657
12 O 2.561 -5.303 -1.224
13 O 0.822 -3.668 -1.015
14 O 0.766 -5.135 -2.813
15 S -0.568 0.016 0.149
16 O -0.500 1.280 -0.597
17 O -1.834 -0.034 0.783
18 O -0.457 -1.192 -0.691
19 O 0.578 -0.071 1.072
20 S -1.202 2.399 3.085
21 O -0.769 2.877 1.817
22 O -0.281 1.348 3.554
23 O -1.212 3.432 4.123
24 O -2.501 1.782 2.973
25 S 2.598 2.446 0.821
26 O 3.150 1.463 -0.137
27 O 1.497 3.157 0.248
28 O 2.214 1.802 2.075
29 O 3.775 3.266 0.942
30 O -2.383 3.257 -0.512
31 H -2.719 3.869 -1.166
32 H -3.103 2.643 -0.366
33 O -1.538 -3.543 -2.204
34 H -0.775 -3.986 -2.576
35 H -1.844 -2.967 -2.904
36 O 3.057 -1.068 -1.217
37 H 2.150 -1.203 -0.944
38 H 3.429 -0.499 -0.543
39 O 2.882 -0.770 2.401
40 H 3.690 -0.526 1.947
41 H 2.787 -1.707 2.234
42 O 1.508 1.265 -2.344
43 H 0.769 0.765 -1.998
44 H 2.122 1.324 -1.612
45 O -0.089 3.688 -2.097
46 H 0.560 3.100 -2.482
47 H -0.120 4.435 -2.695
48 O -3.719 0.431 -1.025
49 H -2.931 0.438 -0.481
50 H -4.144 -0.402 -0.822
51 O -2.353 0.653 -3.290
52 H -1.625 1.140 -2.902
53 H -2.931 0.458 -2.552

Its multiplicity is 2. The value obtained for the LUMO energy (spin up / spin down) is 4.5 / 4.5 eV. The calculation puts the highest occupied orbital energy (spin up / spin down) at 0.879 / 0.332 eV. Its gap between HOMO and LUMO (spin up / spin down) is 3.7 / 4.2 eV. The net charge is -3.

---

Record 3
Density functional theory data (ωB97M-V with the def2-TZVPD basis set) for a cluster of 8 separate species, H16O8 in total at a distorted geometry.

Cartesian coordinates (Å):
1 O 0.919 0.577 -0.676
2 H 0.221 0.573 -0.065
3 H 1.377 -0.256 -0.486
4 O -2.341 1.119 -2.421
5 H -2.167 1.321 -1.476
6 H -2.657 0.286 -2.584
7 O 0.160 4.039 2.163
8 H 1.082 4.302 2.012
9 H 0.133 4.064 3.180
10 O -4.086 0.605 -0.592
11 H -3.355 0.898 0.006
12 H -3.559 -0.043 -1.179
13 O -1.169 -2.217 3.642
14 H -0.883 -2.946 3.192
15 H -0.386 -1.668 3.468
16 O 4.007 -2.397 -0.928
17 H 4.052 -1.531 -1.203
18 H 3.068 -2.587 -1.191
19 O 0.634 0.053 2.253
20 H 1.182 -0.476 1.636
21 H 1.172 0.796 2.266
22 O 1.673 -1.650 -3.517
23 H 1.454 -2.315 -2.946
24 H 0.898 -1.453 -4.024

The value obtained for the LUMO energy is -0.4 eV. The SMILES is O.O.O.O.O.O.O.O. The calculation puts the highest occupied orbital energy at -11.057 eV. Its gap between HOMO and LUMO is 10.7 eV. The net charge is 0. The value obtained for the energy above the lowest of the compared OMol25 structures with the same formula, charge and spin is 427.2 kJ/mol.

---

Record 4
Density functional theory data (ωB97M-V with the def2-TZVPD basis set) for a cluster of 8 separate species, H16O8 in total at a distorted geometry.

Cartesian coordinates (Å):
1 O 0.952 -1.954 1.627
2 H 1.397 -2.220 0.857
3 H 0.711 -2.767 2.059
4 O -1.762 1.911 1.825
5 H -2.163 1.492 2.576
6 H -0.857 1.595 1.850
7 O -1.319 -0.803 -0.109
8 H -0.629 -0.240 0.208
9 H -2.081 -0.267 -0.338
10 O -0.751 0.804 -2.990
11 H -0.313 0.219 -2.305
12 H -1.534 1.190 -2.609
13 O 0.752 0.582 0.639
14 H 0.935 -0.143 1.204
15 H 1.162 0.363 -0.220
16 O 1.361 -0.700 -1.662
17 H 0.932 -1.281 -2.294
18 H 2.251 -1.070 -1.734
19 O -1.331 -1.306 3.138
20 H -0.481 -1.297 2.717
21 H -1.992 -1.181 2.440
22 O 2.008 2.292 -2.336
23 H 1.496 2.915 -1.803
24 H 1.256 1.864 -2.740

The value obtained for the LUMO energy is -0.2 eV. The SMILES is O.O.O.O.O.O.O.O. The calculation puts the highest occupied orbital energy at -11.067 eV. Its gap between HOMO and LUMO is 10.8 eV. The net charge is 0. The value obtained for the energy above the lowest of the compared OMol25 structures with the same formula, charge and spin is 218.2 kJ/mol.

---

Record 5
Density functional theory data (ωB97M-V with the def2-TZVPD basis set) for a cluster of 8 separate species, H16O8 in total at a distorted geometry.

Cartesian coordinates (Å):
1 O 0.137 -0.487 -0.535
2 H 0.055 0.433 -0.253
3 H -0.798 -0.707 -0.627
4 O 3.039 -0.998 -1.096
5 H 3.316 -1.189 -0.181
6 H 2.129 -0.718 -1.007
7 O -2.693 -0.920 -0.573
8 H -2.435 -0.901 0.343
9 H -3.432 -0.350 -0.600
10 O -3.319 2.217 0.465
11 H -3.389 2.890 1.106
12 H -2.436 1.831 0.599
13 O 2.352 2.930 -0.955
14 H 2.083 2.324 -0.289
15 H 2.434 2.413 -1.788
16 O -0.557 1.791 0.866
17 H -0.378 2.756 0.938
18 H -0.939 1.618 1.677
19 O -0.086 -3.690 -0.829
20 H 0.605 -4.334 -0.534
21 H 0.357 -3.093 -1.484
22 O 1.216 -1.620 1.724
23 H 2.012 -1.116 1.988
24 H 0.725 -1.081 1.044

The value obtained for the LUMO energy is -0.4 eV. The SMILES is O.O.O.O.O.O.O.O. The calculation puts the highest occupied orbital energy at -10.909 eV. Its gap between HOMO and LUMO is 10.5 eV. The net charge is 0. The value obtained for the energy above the lowest of the compared OMol25 structures with the same formula, charge and spin is 242.3 kJ/mol.

---

Record 6
Density functional theory data (ωB97M-V with the def2-TZVPD basis set) for a cluster of 8 separate species, H16O8 in total.

Cartesian coordinates (Å):
1 O -5.257 33.345 -1.369
2 H -4.864 32.991 -2.166
3 H -6.031 33.819 -1.673
4 O -6.337 28.456 -0.236
5 H -6.264 29.411 -0.213
6 H -7.109 28.262 0.296
7 O -7.976 25.341 -3.489
8 H -7.562 25.295 -4.350
9 H -7.610 26.129 -3.088
10 O -10.426 28.539 2.771
11 H -10.212 29.186 3.443
12 H -11.167 28.053 3.134
13 O -12.515 26.430 -1.456
14 H -12.262 27.203 -0.952
15 H -11.712 26.160 -1.901
16 O -6.964 22.294 -0.106
17 H -7.207 22.963 -0.746
18 H -6.107 22.571 0.218
19 O -3.206 24.277 0.741
20 H -2.987 24.313 1.672
21 H -3.557 25.146 0.543
22 O -2.890 33.766 2.627
23 H -3.053 33.633 1.693
24 H -2.340 33.025 2.882

The value obtained for the LUMO energy is 0.2 eV. The SMILES is O.O.O.O.O.O.O.O. The calculation puts the highest occupied orbital energy at -11.182 eV. Its gap between HOMO and LUMO is 11.4 eV. The net charge is 0. The value obtained for the energy above the lowest of the compared OMol25 structures with the same formula, charge and spin is 272.1 kJ/mol.

---

Record 7
Density functional theory data (ωB97M-V with the def2-TZVPD basis set) for a cluster of 8 separate species, H16O8 in total at a distorted geometry.

Cartesian coordinates (Å):
1 O -1.650 -0.286 -1.415
2 H -0.805 -0.387 -1.867
3 H -1.405 -0.090 -0.503
4 O 3.644 0.308 0.333
5 H 3.292 -0.152 1.103
6 H 2.974 0.175 -0.347
7 O -4.517 -3.363 -2.660
8 H -5.040 -3.964 -2.118
9 H -3.606 -3.555 -2.411
10 O 3.516 -0.118 -4.580
11 H 2.713 0.228 -4.175
12 H 3.721 0.518 -5.275
13 O -0.518 1.259 4.008
14 H -1.163 0.770 3.486
15 H -0.927 2.122 4.138
16 O -0.995 1.759 -0.188
17 H -0.157 1.384 -0.482
18 H -1.096 1.430 0.712
19 O 1.359 2.440 0.816
20 H 0.930 2.921 0.099
21 H 1.696 1.642 0.394
22 O -0.464 -1.857 3.942
23 H -1.398 -1.925 3.716
24 H -0.105 -1.259 3.277

The value obtained for the LUMO energy is -0.8 eV. The SMILES is O.O.O.O.O.O.O.O. The calculation puts the highest occupied orbital energy at -11.000 eV. Its gap between HOMO and LUMO is 10.2 eV. The net charge is 0. The value obtained for the energy above the lowest of the compared OMol25 structures with the same formula, charge and spin is 381.3 kJ/mol.

---

Record 8
Density functional theory data (ωB97M-V with the def2-TZVPD basis set) for a cluster of 8 separate species, H16O8 in total.

Cartesian coordinates (Å):
1 O -0.556 1.042 3.119
2 H -1.107 1.457 2.442
3 H -0.367 1.748 3.746
4 O -2.306 -0.988 -2.256
5 H -1.479 -0.890 -1.761
6 H -2.992 -0.800 -1.609
7 O -2.251 2.162 0.913
8 H -2.959 1.741 1.418
9 H -2.705 2.788 0.338
10 O -0.545 -3.936 -1.123
11 H -1.417 -4.168 -0.787
12 H -0.631 -3.008 -1.371
13 O 3.001 0.266 -1.309
14 H 3.610 -0.319 -1.770
15 H 2.786 -0.159 -0.460
16 O 0.973 2.241 -1.538
17 H 0.251 1.674 -1.829
18 H 1.761 1.671 -1.578
19 O 2.385 -0.605 1.343
20 H 2.164 0.145 1.912
21 H 2.779 -1.263 1.927
22 O -0.341 -0.393 -0.227
23 H -0.662 0.086 0.547
24 H 0.609 -0.491 -0.088

The value obtained for the LUMO energy is 0.1 eV. The SMILES is O.O.O.O.O.O.O.O. The calculation puts the highest occupied orbital energy at -10.434 eV. Its gap between HOMO and LUMO is 10.5 eV. The net charge is 0. The value obtained for the energy above the lowest of the compared OMol25 structures with the same formula, charge and spin is 182.2 kJ/mol.

---

Record 9
Density functional theory data (ωB97M-V with the def2-TZVPD basis set) for a cluster of 8 separate species, H16O8 in total at a distorted geometry.

Cartesian coordinates (Å):
1 O 0.303 -0.214 -1.150
2 H 0.835 -0.902 -0.753
3 H -0.589 -0.429 -0.730
4 O -4.092 -0.334 -1.538
5 H -4.357 -0.792 -0.812
6 H -4.420 -0.813 -2.320
7 O 0.797 3.842 -0.781
8 H 1.720 4.072 -0.843
9 H 0.417 4.097 -1.668
10 O 3.297 -0.183 3.368
11 H 3.029 0.638 3.688
12 H 3.167 -0.204 2.353
13 O -1.327 2.381 1.920
14 H -1.325 2.969 1.161
15 H -0.632 1.743 1.717
16 O -2.808 -0.564 -0.262
17 H -3.469 -0.084 0.345
18 H -2.647 -1.446 0.066
19 O -0.631 -3.642 1.385
20 H -1.351 -3.447 2.007
21 H 0.145 -3.372 1.741
22 O 4.425 -1.286 -2.992
23 H 5.229 -1.323 -3.379
24 H 4.548 -0.709 -2.194

The value obtained for the LUMO energy is 0.1 eV. The SMILES is O.O.O.O.O.O.O.O. The calculation puts the highest occupied orbital energy at -8.919 eV. Its gap between HOMO and LUMO is 9.0 eV. The net charge is 0. The value obtained for the energy above the lowest of the compared OMol25 structures with the same formula, charge and spin is 621.1 kJ/mol.

---

Record 10
Density functional theory data (ωB97M-V with the def2-TZVPD basis set) for a cluster of 8 separate species, H16O8 in total at a distorted geometry.

Cartesian coordinates (Å):
1 O -0.225 -0.408 3.267
2 H -1.147 -0.452 3.258
3 H -0.141 -0.566 4.224
4 O -1.000 0.064 -0.023
5 H -1.001 -0.218 0.899
6 H -0.424 -0.590 -0.484
7 O -3.004 0.761 -1.893
8 H -3.407 1.402 -1.329
9 H -2.190 0.554 -1.451
10 O 1.076 -1.673 -1.067
11 H 1.954 -1.482 -1.377
12 H 1.115 -1.851 -0.136
13 O 0.083 -0.798 -3.606
14 H 0.219 0.019 -3.169
15 H 0.062 -1.491 -2.980
16 O -0.558 3.673 -0.680
17 H 0.055 3.833 0.014
18 H -0.455 2.742 -0.940
19 O 1.638 -1.738 1.532
20 H 2.478 -1.888 1.934
21 H 1.036 -1.634 2.266
22 O 1.504 0.908 0.646
23 H 0.676 0.840 0.194
24 H 1.656 -0.008 0.903

The value obtained for the LUMO energy is -0.4 eV. The SMILES is O.O.O.O.O.O.O.O. The calculation puts the highest occupied orbital energy at -10.737 eV. Its gap between HOMO and LUMO is 10.3 eV. The net charge is 0. The value obtained for the energy above the lowest of the compared OMol25 structures with the same formula, charge and spin is 231.3 kJ/mol.